DFT (ωB97M-V with the def2-TZVPD basis set) results for a structure of composition C23H49N3OP4Sc in a non-equilibrium geometry.

ORCA input file:
```
! RIJCOSX wB97M-V def2-TZVPD def2/J DEFGRID3
* xyz 3 1
Sc -0.02 1.23 -0.21
P 1.97 -0.93 1.14
P 2.14 2.49 -0.56
P -1.00 -2.50 -0.10
H 0.24 2.55 -2.76
C -0.48 1.90 -2.21
C -1.38 2.45 -1.25
H -1.15 3.39 -0.69
C 3.35 -1.74 0.21
C 2.99 0.02 2.34
C 1.49 -2.31 2.26
C 2.01 3.88 -1.78
C 2.50 3.33 1.05
C 3.78 1.77 -1.04
C -2.33 -2.76 -1.36
C -1.55 -3.74 1.15
C 0.23 -3.65 -0.85
H -0.83 1.13 -2.92
H -2.47 2.24 -1.35
H 4.06 -2.23 0.89
H 3.91 -0.98 -0.37
H 2.97 -2.50 -0.49
H 3.57 -0.66 2.97
H 2.32 0.61 2.97
H 3.68 0.70 1.83
H 2.28 -3.06 2.38
H 0.61 -2.82 1.87
H 1.22 -1.92 3.25
H 2.89 4.54 -1.65
H 1.07 4.42 -1.60
H 1.99 3.45 -2.80
H 3.38 3.98 0.94
H 2.67 2.57 1.83
H 1.61 3.92 1.33
H 4.36 2.55 -1.59
H 3.59 0.92 -1.74
H 4.34 1.38 -0.17
H -3.13 -3.39 -0.94
H -1.91 -3.24 -2.26
H -2.74 -1.78 -1.64
H -2.23 -4.43 0.65
H -2.08 -3.24 1.97
H -0.71 -4.30 1.56
H -0.35 -4.41 -1.39
H 0.84 -4.13 -0.08
H 0.88 -3.14 -1.57
C 0.21 -1.30 -3.99
C 1.28 -1.74 -4.79
C 0.90 -2.13 -6.07
C -0.45 -2.17 -6.43
C -1.46 -1.72 -5.57
C -1.11 -1.13 -4.37
O 0.45 -1.25 -2.65
H 1.31 -1.69 -2.64
H 2.31 -1.80 -4.42
H 1.67 -2.43 -6.78
H -0.74 -2.57 -7.39
H -2.51 -1.80 -5.79
H -1.78 -0.66 -3.66
C -1.48 1.50 4.57
N -1.56 2.62 3.62
C -2.96 2.89 3.26
N -3.65 1.71 2.72
C -3.55 0.59 3.68
N -2.14 0.29 4.05
C -1.40 -0.33 2.97
P -1.43 0.91 1.65
C -0.70 2.43 2.45
C -3.18 1.34 1.40
H -2.02 1.79 5.48
H -0.43 1.27 4.79
H -3.01 3.71 2.53
H -3.48 3.18 4.19
H -4.02 -0.31 3.25
H -4.06 0.90 4.60
H -0.37 -0.56 3.26
H -1.87 -1.26 2.60
H -0.73 3.31 1.79
H 0.35 2.28 2.76
H -3.69 0.45 1.00
H -3.28 2.15 0.67
*
```

Calculated values
- Energy above the lowest of the compared OMol25 structures with the same formula, charge and spin: 33.6 kcal per mole
- LUMO (spin up / spin down): -12.417 / -12.415 eV

These are the Löwdin partial charges, in e, on atoms 1 to 6: atom 1 (Sc): 0.6052, atom 2 (P): 0.7849, atom 3 (P): 0.7733, atom 4 (P): 0.7911, atom 5 (H): 0.0862, atom 6 (C): -0.1163

DFT (ωB97M-V with the def2-TZVPD basis set) results for a structure of composition ClFe in a non-equilibrium geometry.

ORCA input file:
```
! RIJCOSX wB97M-V def2-TZVPD def2/J DEFGRID3
* xyz 3 7
Fe -1.21 -0.16 0.12
Cl 1.21 0.16 -0.12
*
```

Calculated values
- Energy above the lowest of the compared OMol25 structures with the same formula, charge and spin: 0.0 kcal per mole
- LUMO (spin up / spin down): -20.623 / -25.590 eV
- ⟨S²⟩: 12.009

Charges obtained by natural (NBO) population analysis, quoted in units of e: atom 1 (Fe): 1.9822, atom 2 (Cl): 1.0178

DFT (ωB97M-V with the def2-TZVPD basis set) results for a structure of composition C26H15BrCl48NO5PS in a non-equilibrium geometry.

ORCA input file:
```
! RIJCOSX wB97M-V def2-TZVPD def2/J DEFGRID3
* xyz 0 1
N -1.66 -1.83 -1.15
P -1.93 -0.28 -1.79
O -3.25 0.28 -0.98
C -0.56 0.80 -1.18
C -0.15 1.84 -2.04
C -0.76 2.07 -3.41
S 0.46 1.55 -4.64
O 1.11 2.73 -5.15
O 1.28 0.51 -4.07
C 0.90 2.69 -1.68
C 1.57 2.54 -0.48
C 1.17 1.53 0.39
C 0.11 0.69 0.05
C -0.23 -0.34 1.08
O -1.37 -0.68 1.34
C 0.92 -0.90 1.85
C 0.87 -2.36 2.22
C 1.78 -3.18 1.27
C 1.13 -3.44 -0.08
Br 0.18 -5.14 -0.07
C 1.94 -0.09 2.14
C 1.88 1.32 1.68
O 2.39 2.23 2.30
H -2.25 -1.98 -0.34
H -1.94 -2.52 -1.83
H -3.10 1.21 -0.75
H -0.91 3.13 -3.60
H -1.66 1.49 -3.58
H -0.28 0.96 -5.62
H 1.23 3.46 -2.37
H 2.40 3.17 -0.19
H -0.14 -2.72 2.03
H 1.17 -2.52 3.25
H 2.14 -4.09 1.75
H 2.67 -2.57 1.07
H 1.90 -3.51 -0.84
H 0.47 -2.64 -0.39
H 2.81 -0.43 2.69
C -6.74 0.46 -3.25
Cl -7.75 0.72 -4.66
Cl -5.75 1.90 -2.96
Cl -7.75 0.15 -1.84
Cl -5.68 -0.93 -3.52
C -2.58 3.33 2.34
Cl -3.58 4.78 2.27
Cl -3.56 1.95 2.81
Cl -1.87 3.02 0.74
Cl -1.26 3.56 3.49
C 1.26 0.10 6.33
Cl 2.06 1.66 6.31
Cl 2.32 -1.10 7.09
Cl -0.25 0.22 7.25
Cl 0.91 -0.40 4.67
C 1.51 1.87 -8.87
Cl 1.35 1.42 -10.57
Cl 0.08 1.32 -7.99
Cl 2.94 1.10 -8.18
Cl 1.67 3.62 -8.72
C 0.54 -3.94 -4.97
Cl -0.29 -2.61 -4.14
Cl 1.45 -4.88 -3.79
Cl -0.66 -4.96 -5.77
Cl 1.66 -3.28 -6.16
C -5.05 -3.56 1.14
Cl -6.09 -3.38 -0.27
Cl -4.09 -2.09 1.35
Cl -6.03 -3.83 2.58
Cl -3.96 -4.93 0.90
C -0.32 -3.21 9.25
Cl -0.44 -4.90 9.76
Cl 1.14 -2.49 9.92
Cl -0.28 -3.14 7.49
Cl -1.73 -2.32 9.84
C 4.50 -6.81 -1.72
Cl 5.16 -6.23 -3.26
Cl 4.50 -8.58 -1.71
Cl 5.50 -6.21 -0.39
Cl 2.85 -6.22 -1.52
C -1.29 5.38 -6.63
Cl -2.04 6.36 -5.37
Cl -0.11 4.28 -5.90
Cl -2.52 4.44 -7.47
Cl -0.47 6.44 -7.79
C 2.85 4.01 9.82
Cl 2.63 2.29 9.54
Cl 4.16 4.27 10.98
Cl 3.25 4.81 8.29
Cl 1.35 4.71 10.45
C -1.94 7.12 9.35
Cl -2.55 5.78 10.34
Cl -0.47 6.61 8.53
Cl -3.17 7.57 8.16
Cl -1.59 8.50 10.39
C 4.79 -3.35 -8.57
Cl 3.88 -1.87 -8.25
Cl 6.51 -2.97 -8.71
Cl 4.52 -4.44 -7.21
Cl 4.23 -4.10 -10.07
*
```

Calculated values
- Energy above the lowest of the compared OMol25 structures with the same formula, charge and spin: 0.0 kcal per mole
- LUMO: -1.317 eV

These are the Löwdin partial charges, in e, on atoms 1 to 6: atom 1 (N): -0.1494, atom 2 (P): 0.8623, atom 3 (O): -0.3301, atom 4 (C): -0.2402, atom 5 (C): -0.2809, atom 6 (C): -0.2255

DFT (ωB97M-V with the def2-TZVPD basis set) results for a structure of composition C16H38AlCeClNP in a non-equilibrium geometry.

ORCA input file:
```
! RIJCOSX wB97M-V def2-TZVPD def2/J DEFGRID3
* xyz -1 2
Al 1.45 -0.32 -2.48
Cl 2.38 -2.25 -2.41
C 2.48 0.90 -3.67
C -0.41 -0.47 -3.20
H 1.99 1.03 -4.65
H 2.59 1.90 -3.23
H 3.49 0.50 -3.85
H -0.67 0.44 -3.76
H -1.23 -0.67 -2.50
H -0.39 -1.30 -3.92
Ce -0.73 0.49 0.38
C -1.43 -1.69 0.14
C 1.40 0.45 -0.44
H -2.37 -1.73 -0.44
H -0.63 -2.25 -0.38
H -1.59 -2.06 1.16
H 1.72 1.52 -0.45
H 2.07 -0.05 0.29
C -2.10 1.42 4.46
C -0.61 1.46 4.86
C -0.10 2.89 4.57
C -0.47 1.16 6.36
P 0.36 0.24 3.85
N -0.20 0.38 2.33
C 2.17 0.65 3.75
C 2.73 0.95 5.15
C 2.94 -0.53 3.14
C 2.41 1.86 2.83
C 0.06 -1.53 4.36
C -1.45 -1.72 4.63
C 0.46 -2.50 3.24
C 0.84 -1.89 5.64
H -2.58 2.33 4.87
H -2.64 0.56 4.88
H -2.23 1.44 3.37
H -0.79 3.60 5.06
H 0.91 3.07 4.98
H -0.12 3.10 3.50
H -0.93 0.21 6.65
H 0.57 1.18 6.70
H -1.01 1.95 6.91
H 2.53 0.15 5.86
H 3.83 1.05 5.05
H 2.36 1.90 5.55
H 2.53 -0.81 2.16
H 3.97 -0.20 2.96
H 2.98 -1.40 3.80
H 2.01 1.67 1.82
H 1.98 2.79 3.22
H 3.50 2.00 2.75
H -2.06 -1.39 3.78
H -1.64 -2.80 4.75
H -1.78 -1.23 5.54
H 1.54 -2.59 3.11
H 0.08 -3.51 3.50
H 0.01 -2.22 2.28
H 1.93 -1.86 5.47
H 0.58 -1.24 6.48
H 0.57 -2.92 5.92
*
```

Calculated values
- Energy above the lowest of the compared OMol25 structures with the same formula, charge and spin: 0.0 kcal per mole
- LUMO (spin up / spin down): 2.093 / 2.094 eV
- ⟨S²⟩: 0.751

These are the Löwdin partial charges, in e, on atoms 1 to 6: atom 1 (Al): -0.2442, atom 2 (Cl): 0.1706, atom 3 (C): -0.2249, atom 4 (C): -0.2093, atom 5 (H): -0.0206, atom 6 (H): -0.0200

DFT (ωB97M-V with the def2-TZVPD basis set) results for a cluster of 2 separate species, C3H5NO4 in total in a non-equilibrium geometry.

ORCA input file:
```
! RIJCOSX wB97M-V def2-TZVPD def2/J DEFGRID3
* xyz 0 1
C -0.72 -1.36 0.00
C 2.40 0.47 0.07
C 0.18 -0.33 -0.13
N -3.18 0.97 0.26
O -3.11 -0.22 0.41
O -1.88 -1.25 -0.51
O -2.59 1.73 -0.45
O 1.37 -0.51 0.26
H -0.26 -2.21 0.63
H 2.39 0.80 -1.00
H 3.37 0.05 0.52
H 2.23 1.35 0.54
H -0.19 0.50 -0.58
*
```

Calculated values
- Energy above the lowest of the compared OMol25 structures with the same formula, charge and spin: 191.4 kcal per mole
- LUMO (spin up / spin down): -0.538 / -0.649 eV

These are the natural (NBO) partial charges, in e, on atoms 1 to 6: atom 1 (C): 0.1532, atom 2 (C): -0.2527, atom 3 (C): 0.1596, atom 4 (N): 0.4604, atom 5 (O): -0.1637, atom 6 (O): -0.4667

DFT (ωB97M-V with the def2-TZVPD basis set) results for a cluster of 10 separate species, C30H30F10O30 in total in a non-equilibrium geometry.

ORCA input file:
```
! RIJCOSX wB97M-V def2-TZVPD def2/J DEFGRID3
* xyz 0 1
C 1.17 4.80 4.33
C 2.43 5.08 3.51
O 1.82 5.53 2.28
C 0.58 5.07 2.22
O -0.06 5.05 1.20
O 0.18 4.50 3.37
F 3.10 3.93 3.29
H 0.89 5.65 5.03
H 1.34 3.89 4.86
H 3.11 5.78 3.87
C 3.55 -4.70 -1.77
C 4.31 -5.55 -0.67
O 4.16 -6.89 -0.97
C 3.23 -6.97 -1.93
O 2.89 -8.02 -2.44
O 2.80 -5.78 -2.37
F 3.75 -5.35 0.52
H 4.18 -4.29 -2.53
H 2.80 -4.00 -1.27
H 5.36 -5.27 -0.58
C -2.50 3.28 0.43
C -3.29 3.94 -0.68
O -3.17 2.99 -1.67
C -2.10 2.16 -1.45
O -1.64 1.40 -2.26
O -1.63 2.50 -0.20
F -2.69 5.13 -1.11
H -3.13 2.70 1.11
H -2.05 4.08 1.02
H -4.31 4.08 -0.47
C -4.72 -2.05 2.68
C -5.73 -1.00 3.10
O -5.12 0.18 2.78
C -3.72 -0.08 2.66
O -3.02 0.84 2.47
O -3.45 -1.36 2.99
F -6.03 -1.10 4.40
H -4.84 -2.18 1.62
H -4.63 -2.96 3.21
H -6.67 -1.10 2.57
C -0.20 -5.07 -3.63
C 0.42 -6.14 -4.48
O 1.58 -5.53 -4.98
C 1.76 -4.32 -4.40
O 2.62 -3.59 -4.60
O 0.72 -3.99 -3.66
F -0.36 -6.48 -5.54
H -0.33 -5.23 -2.59
H -1.18 -4.67 -3.91
H 0.63 -7.08 -3.98
C 1.50 -0.61 4.12
C 0.15 -0.44 3.53
O 0.37 0.41 2.44
C 1.61 0.89 2.42
O 1.95 1.66 1.64
O 2.25 0.48 3.48
F -0.67 0.20 4.42
H 1.97 -1.52 3.82
H 1.48 -0.37 5.18
H -0.29 -1.34 3.13
C 0.66 -1.01 -1.16
C -0.71 -1.34 -0.73
O -0.49 -1.82 0.66
C 0.80 -2.14 0.79
O 1.26 -2.66 1.78
O 1.54 -1.83 -0.34
F -1.20 -2.35 -1.45
H 0.82 0.04 -0.92
H 0.85 -1.15 -2.21
H -1.39 -0.51 -0.68
C 1.68 5.89 -1.17
C 0.39 5.33 -1.82
O 0.54 3.97 -1.78
C 1.74 3.66 -1.27
O 2.03 2.48 -1.19
O 2.49 4.73 -0.98
F 0.28 5.60 -3.15
H 1.42 6.33 -0.21
H 2.17 6.60 -1.85
H -0.54 5.60 -1.30
C 4.87 2.02 0.66
C 4.42 0.58 0.40
O 4.61 -0.07 1.63
C 5.08 0.78 2.61
O 5.30 0.43 3.71
O 5.19 2.02 2.10
F 5.20 -0.02 -0.56
H 3.99 2.69 0.49
H 5.74 2.30 0.08
H 3.34 0.53 0.11
C -5.01 -0.64 -3.61
C -6.44 -0.84 -3.08
O -6.23 -1.30 -1.77
C -4.94 -0.91 -1.40
O -4.52 -0.91 -0.32
O -4.26 -0.37 -2.44
F -7.07 -1.80 -3.82
H -5.02 0.35 -4.16
H -4.70 -1.53 -4.14
H -7.03 0.10 -3.07
*
```

Calculated values
- SMILES: O=C1OC[C@@H](F)O1.O=C1OC[C@@H](F)O1.O=C1OC[C@@H](F)O1.O=C1OC[C@@H](F)O1.O=C1OC[C@@H](F)O1.O=C1OC[C@@H](F)O1.O=C1OC[C@@H](F)O1.O=C1OC[C@@H](F)O1.O=C1OC[C@@H](F)O1.O=C1OC[C@@H](F)O1
- Energy above the lowest of the compared OMol25 structures with the same formula, charge and spin: 29.3 kcal per mole
- LUMO: 0.182 eV

These are the Löwdin partial charges, in e, on atoms 1 to 6: atom 1 (C): -0.0579, atom 2 (C): -0.2458, atom 3 (O): 0.1440, atom 4 (C): -0.5295, atom 5 (O): 0.1481, atom 6 (O): 0.1047